# 1
Below is the molecule C2H3NOS in a non-equilibrium geometry, with properties calculated with ωB97M-V/def2-TZVPD.

As for the SMILES: C=NSC=O. The relative energy (zero: lowest compared OMol25 entry of this formula, charge and spin) is 68.3 kcal/mol. The value obtained for the HOMO energy is -9.151 eV. The total energy is -606.07850 Eh. Its orbital gap is 9.28 eV. The largest force on an atom is 0.105 hartree/bohr.

Structure (XYZ):
```
8
Properties=species:S:1:pos:R:3:mulliken_charge:R:1
H 2.401 0.853 -0.218 0.216
N 1.135 -0.955 0.145 -0.353
H -2.570 -0.282 0.234 0.348
H 0.515 1.045 -0.108 0.396
S -0.352 -1.597 -0.043 0.030
C 1.311 0.340 -0.021 -0.188
O -0.972 0.890 0.020 -0.551
C -1.467 -0.294 -0.009 0.102
```



# 2
Below is a structure of composition C15H19BrCl2N7O4RhS in a non-equilibrium geometry, with properties calculated with ωB97M-V/def2-TZVPD.

The relative energy (zero: lowest compared OMol25 entry of this formula, charge and spin) is 18.8 kcal/mol. The value obtained for the HOMO energy is -13.597 eV. The total energy is -5269.77092 Eh. As for the total charge: +2. Its orbital gap is 6.45 eV. The largest force on an atom is 0.048 hartree/bohr.

Structure (XYZ):
```
50
Properties=species:S:1:pos:R:3:mulliken_charge:R:1
O 2.059 0.212 0.033 -0.588
C -1.834 -2.678 0.730 -0.039
C -3.863 0.916 1.453 -1.305
H 4.303 -1.160 0.458 0.431
C -4.672 2.039 -3.408 -1.446
N 1.455 0.728 2.565 -0.286
C 4.607 -3.831 -1.610 -0.343
S 0.095 1.359 -1.556 -0.298
C -1.624 1.427 -1.407 0.000
C 2.026 1.921 2.581 0.761
N -2.478 1.705 -2.409 0.101
Br 2.875 -5.139 -3.440 -0.137
H 3.700 1.647 3.645 0.224
H -3.134 1.239 2.194 0.279
Rh 0.110 0.494 0.510 0.284
H -5.350 1.523 -0.759 0.474
H -0.696 2.716 1.855 0.307
C 2.398 -2.903 -1.775 -0.436
N -2.065 1.164 -0.179 0.577
O 1.753 -1.430 2.669 -0.578
O 0.510 -1.198 -0.439 -0.598
H 5.326 -4.578 -1.918 0.438
O 3.162 -0.205 3.745 -0.740
C -3.388 1.196 0.074 0.569
N 1.279 2.870 1.926 -0.409
H -3.990 -0.163 1.563 0.211
C -3.827 1.740 -2.221 0.684
Cl -1.441 -1.383 1.915 -0.046
N 0.098 2.491 1.258 -0.126
H -4.822 1.395 1.635 0.466
H 0.036 3.024 0.393 0.384
C 4.957 -2.872 -0.668 -0.728
C 3.332 -3.841 -2.163 -0.209
C 2.767 -1.940 -0.835 0.551
H -2.106 1.878 -3.337 0.335
H -5.719 2.096 -3.127 0.379
H -2.190 -3.511 1.322 0.425
H -4.551 1.252 -4.156 0.380
H -4.376 2.989 -3.857 0.408
H -0.928 -2.901 0.185 -0.026
N 3.162 2.324 3.121 -0.371
N 2.187 -0.363 3.034 1.095
C 1.782 -0.964 -0.416 1.186
H 1.403 -2.912 -2.199 0.541
Cl -3.082 -2.179 -0.410 -0.124
H 1.545 3.840 1.904 0.151
H 5.950 -2.885 -0.240 0.422
H 3.501 3.263 2.997 0.178
C -4.288 1.494 -0.954 -0.871
C 4.043 -1.910 -0.278 -0.541
```



# 3
Below is a cluster of 19 separate species, C49H70BBrN20O in total, with properties calculated with ωB97M-V/def2-TZVPD.

The value obtained for the HOMO energy is -8.269 eV. The total energy is -5678.27542 Eh. Its orbital gap is 8.73 eV. The largest force on an atom is 0.016 hartree/bohr.

Structure (XYZ):
```
142
Properties=species:S:1:pos:R:3:mulliken_charge:R:1
H 1.874 1.518 -4.478 0.128
N 6.592 3.423 6.812 -0.376
C 0.663 6.973 2.990 0.190
H 2.288 -1.403 -4.138 0.211
H -7.717 1.236 4.100 0.138
N 7.654 -0.673 -3.891 -0.457
N -1.264 1.508 0.264 -0.463
H 0.059 -5.465 -2.140 -0.263
H 3.106 1.330 1.405 0.475
H -5.676 -0.717 1.412 0.520
N 2.055 -0.641 -6.737 -0.504
C 4.618 8.744 3.617 -0.755
N 2.622 8.148 -6.906 -0.446
N -7.348 -4.092 -2.867 -0.358
H 3.997 2.469 6.020 0.331
C -4.794 -1.793 -3.320 0.623
C -2.183 1.057 -0.546 0.576
H -5.101 -3.364 -4.669 0.296
C 0.349 1.548 4.423 0.461
N 1.033 -7.936 -0.842 -0.392
H 0.791 2.107 1.740 0.962
H 0.368 5.402 1.633 0.255
H -0.071 -0.485 4.188 0.211
H 0.551 -0.014 5.786 0.292
H 1.934 8.018 -3.858 0.269
C 0.001 1.030 0.060 -0.393
H 8.891 3.115 8.938 0.264
C -2.808 -3.944 0.312 0.360
C -8.492 0.356 2.365 0.388
H -0.315 -7.098 -2.698 0.303
C 4.075 1.813 6.884 -0.803
C -8.101 -3.926 -3.716 0.363
H -0.236 5.674 -7.398 0.260
C 2.748 1.347 7.278 0.370
H -2.662 2.286 5.938 0.198
C -1.242 -5.561 -3.774 0.338
H 5.561 -3.226 -1.936 0.297
C 1.337 -9.002 -1.139 0.417
H 7.641 -2.514 -6.439 0.286
C -0.103 0.275 4.968 -0.473
C 0.691 -3.224 -0.677 -0.863
H 2.800 -10.398 -1.681 0.270
C 8.638 2.459 8.108 -0.758
H -3.620 2.094 0.568 0.419
H -3.470 -3.265 -3.989 0.245
C -3.039 -3.448 1.667 -0.398
H -4.020 -0.659 -0.355 0.019
H -9.008 0.053 4.372 0.275
H -3.978 2.076 -1.175 0.346
N 5.688 -5.434 -4.181 -0.463
C -5.046 0.166 1.329 -1.170
C 1.724 -10.354 -1.524 -0.819
H 1.464 -3.019 0.065 0.283
C 1.987 0.391 -6.238 0.328
H -0.223 -2.682 -0.439 -0.146
C 1.606 -0.381 -1.121 0.189
C 2.449 8.494 -5.826 0.407
N 1.705 0.981 7.587 -0.470
C -3.461 0.586 6.876 0.397
C 2.230 8.889 -4.440 -0.782
H 0.352 -3.001 -2.803 0.213
C -8.666 0.857 3.724 -0.675
H 5.496 9.344 3.387 0.295
H 1.943 -3.655 -2.357 0.456
C -4.899 -3.379 4.995 0.391
H 1.986 5.480 2.357 0.209
H 0.782 -6.074 -3.643 0.355
Br -3.552 -0.016 2.561 -0.208
H -3.822 2.616 7.238 0.332
H -8.530 -3.415 -5.702 0.264
C 0.835 5.600 -7.577 -0.836
H -2.108 -3.071 2.086 0.266
H -5.421 0.333 -0.735 0.497
C 5.598 -3.102 -3.018 -0.138
H 1.449 -11.055 -0.739 0.271
C 2.604 0.072 -0.295 -0.557
C -3.610 1.485 -0.336 -1.137
H 3.147 9.301 -4.025 0.273
N -2.627 -4.330 -0.754 -0.423
H -4.805 -3.859 -2.994 0.266
H 4.530 2.362 7.700 0.269
H 4.711 -2.559 -3.343 -0.105
H 4.702 0.961 6.629 0.284
H 9.345 -2.207 -6.053 0.272
C -9.056 -3.715 -4.798 -0.808
H 3.628 -0.267 -0.402 0.483
N -8.356 -0.046 1.300 -0.385
C 1.186 -2.903 -2.101 -0.338
H 0.614 4.898 3.313 0.147
C -0.110 -6.083 -3.018 -0.190
H 6.482 -2.528 -3.282 0.083
H -5.083 -3.871 7.020 0.297
C -4.899 -4.367 6.068 -0.906
C 1.909 1.678 -5.555 -0.445
C -4.528 -3.151 -3.769 -0.827
H -3.417 -4.251 2.295 0.347
H -9.401 1.660 3.731 0.301
H 2.779 2.284 -5.793 0.275
H -9.760 -2.933 -4.520 0.266
N -3.358 -0.497 7.244 -0.458
C 2.316 0.992 0.747 -1.058
H 3.723 9.278 3.302 0.268
C 0.921 5.607 2.548 -0.326
C 8.363 -1.749 -6.157 -0.778
H 8.402 -0.989 -6.934 0.288
H -3.766 -2.639 1.651 -0.195
H -1.122 0.356 5.340 -0.043
H 1.015 4.854 -8.350 0.282
H 1.219 -10.635 -2.446 0.275
H 9.493 2.385 7.439 0.269
H -9.603 -4.636 -4.993 0.283
N 0.706 2.536 3.959 -0.506
H 1.012 2.210 -5.864 0.239
N -4.898 -2.582 4.170 -0.305
N -5.004 -0.722 -2.961 -0.560
N -2.141 -5.150 -4.357 -0.511
C -1.872 0.159 -1.611 -0.581
C 7.966 -1.141 -4.892 0.445
N -0.678 -0.310 -1.838 -0.031
C -3.593 1.960 6.401 -0.555
C 0.287 0.117 -0.966 0.542
N 4.734 6.456 2.376 -0.387
C 1.037 1.442 0.924 -0.553
C -4.538 0.266 -0.102 -0.115
H -3.933 -4.866 6.111 0.274
C 1.509 5.219 -6.343 0.427
H 8.400 1.470 8.494 0.263
C 5.648 -4.410 -3.663 0.323
C 4.695 7.465 2.921 0.329
H -5.655 1.028 1.587 0.529
C 7.492 2.999 7.384 0.356
H 1.444 9.641 -4.390 0.273
H 1.213 6.563 -7.911 0.339
N 2.026 4.924 -5.361 -0.430
H 4.570 8.576 4.691 0.253
H -4.391 2.019 5.664 0.134
H -5.676 -5.107 5.891 0.311
H -2.677 -0.158 -2.267 0.591
N 0.480 8.051 3.341 -0.440
H 0.445 -4.285 -0.602 0.380
B 1.856 -1.471 -2.240 0.484
O 2.694 -1.167 -3.292 -0.870
```



# 4
Below is a structure of composition C59H47GeIN7S3Tl in a non-equilibrium geometry, with properties calculated with ωB97M-V/def2-TZVPD.

The relative energy (zero: lowest compared OMol25 entry of this formula, charge and spin) is 91.2 kcal/mol. The value obtained for the HOMO energy (spin up / spin down) is -2.715 / 0.571 eV. The total energy is -6401.24720 Eh. As for the total charge: -2. Its orbital gap (spin up / spin down) is 6.35 / 3.06 eV. The largest force on an atom is 0.034 hartree/bohr.

Structure (XYZ):
```
119
Properties=species:S:1:pos:R:3:mulliken_charge:R:1
C -3.288 -2.010 2.301 -0.068
H 1.096 -1.307 6.205 0.473
N -1.228 2.482 0.864 1.865
S -1.058 2.117 4.672 -0.083
H 7.101 3.139 -4.255 0.364
H 0.649 3.781 -0.528 0.387
H 0.320 4.952 -5.292 0.390
C 2.282 -7.506 2.959 -0.867
H 0.203 1.866 6.660 0.361
C 1.558 4.355 -0.379 -0.188
H -0.013 -3.110 7.495 0.378
S 1.177 1.866 2.594 -0.316
H -5.833 -0.512 3.934 0.413
N 0.721 -10.623 3.452 -0.767
C -0.071 -7.366 2.345 -1.123
H -2.251 3.031 -5.072 0.565
H -3.471 -3.300 0.604 0.431
S -1.491 -2.027 2.149 0.574
H -0.721 1.584 -3.759 0.440
H 0.647 3.375 5.820 0.298
C 0.662 2.955 -6.004 -0.455
H -7.128 -1.776 2.248 0.365
H 8.200 0.988 -3.711 0.344
H 1.243 1.812 5.200 0.219
C -3.578 -0.059 -3.132 1.574
C -3.034 0.215 -0.423 0.031
C 7.210 1.206 -3.325 -0.388
C 4.633 1.761 -2.346 -0.555
H -3.072 -0.608 -6.458 0.373
H 4.801 6.317 0.307 0.366
C -6.047 -1.852 2.267 -0.437
C -1.708 -3.415 4.582 -0.524
C 0.413 2.320 5.691 -0.848
H 2.630 -1.028 1.666 0.533
C 5.314 2.678 -3.151 -0.059
H 4.744 -0.160 -1.421 0.355
C -2.199 3.138 -3.997 -0.942
H -3.360 -0.649 3.960 0.418
C 6.548 0.279 -2.528 -0.523
C -0.403 2.274 2.987 0.161
H -2.490 -4.005 4.116 0.407
C -2.888 -0.591 -5.390 -0.689
C 0.976 -3.502 0.599 -0.855
H 4.893 4.158 -0.880 0.347
H 0.406 -0.854 3.857 0.346
H 1.399 4.557 -3.112 0.353
H -1.804 -4.458 6.450 0.403
H -5.079 0.912 -0.246 0.535
H -4.789 0.233 -4.894 0.337
C -0.312 -2.909 6.473 -0.559
C 2.192 -2.009 1.535 -0.504
N 1.330 -2.248 0.492 0.232
C -2.317 -0.473 -2.595 -0.236
H -2.434 4.116 0.706 0.243
C -1.971 3.286 -1.280 1.800
I 0.344 -1.979 -2.889 0.165
H -5.531 0.743 -2.671 0.292
H -0.735 -5.463 1.634 0.413
C -5.393 -2.645 1.337 -0.619
H -1.049 -7.824 2.268 0.368
C -1.344 2.323 -3.260 -0.649
C -1.670 -1.094 -4.886 -0.489
H -2.852 0.401 0.628 0.620
C 1.844 1.502 -4.485 -0.624
H -1.303 0.123 2.430 -0.524
C 0.747 3.979 -5.071 -0.470
H 2.263 0.526 -4.256 0.460
C -2.009 -0.261 -1.205 0.212
H 3.426 -5.723 2.675 0.417
C 2.342 -3.138 2.284 -1.015
C -1.416 -1.058 -3.542 0.305
C -3.937 -1.213 3.233 -0.208
C 2.770 3.830 -0.836 -0.424
C -0.072 -1.637 4.441 -0.316
C 3.884 5.773 0.103 -0.627
C 2.452 -6.192 2.595 -0.433
C 1.499 5.574 0.285 -0.464
N -1.394 2.643 2.218 -1.670
H 0.314 -4.032 -0.072 0.438
C -4.317 0.537 -0.923 -1.535
N -0.952 -0.612 1.813 0.371
C -5.320 -1.137 3.214 -0.682
C 2.280 0.398 -0.934 -1.970
C -2.944 4.085 -3.315 -1.000
H 1.147 0.903 -6.427 0.402
C -4.005 -2.719 1.349 -0.241
C 0.310 -1.900 5.752 -0.779
H 2.627 7.241 1.044 0.347
N -1.229 2.396 -1.942 1.238
N 1.544 -4.105 1.688 0.487
C -1.319 -3.669 5.887 -0.676
C -4.574 0.440 -2.257 -1.273
Ge 2.755 2.058 -1.746 2.512
H 4.829 3.614 -3.417 0.390
C 6.592 2.412 -3.633 -0.737
C -1.087 -2.392 3.875 0.524
H 0.544 5.957 0.628 0.440
C -1.886 3.329 0.187 -2.229
C 5.274 0.558 -2.041 -0.537
H 7.021 -0.668 -2.292 0.384
H -3.393 4.890 -1.363 0.495
C 0.107 -6.051 1.987 0.094
C 2.666 6.292 0.522 -0.636
H 2.884 -3.332 3.194 0.425
H 0.161 3.115 -6.953 0.395
C 1.216 1.711 -5.706 -0.598
C 0.852 -9.505 3.174 0.271
C 3.933 4.555 -0.568 -0.335
C -2.826 4.166 -1.936 -1.018
C 1.925 2.514 -3.522 -0.056
C 1.363 3.753 -3.841 -0.165
H -0.938 -1.518 -5.561 0.453
H -3.611 4.753 -3.847 0.383
C -3.830 -0.118 -4.526 -0.946
Tl 0.168 0.336 -0.391 1.608
H 3.120 -8.079 3.335 0.376
H -5.958 -3.191 0.592 0.404
C 1.370 -5.444 2.096 0.199
C 1.016 -8.133 2.832 0.358
```



# 5
Below is a cluster of 2 separate species, C3H9NS in total in a non-equilibrium geometry, with properties calculated with ωB97M-V/def2-TZVPD.

As for the SMILES: C=N.CSC. The relative energy (zero: lowest compared OMol25 entry of this formula, charge and spin) is 30.0 kcal/mol. The value obtained for the HOMO energy is -8.241 eV. The total energy is -572.59229 Eh. Its orbital gap is 9.23 eV. The largest force on an atom is 0.030 hartree/bohr.

Structure (XYZ):
```
14
Properties=species:S:1:pos:R:3:mulliken_charge:R:1
H -1.101 0.470 -0.467 0.339
H -1.059 0.082 2.065 0.255
H -2.572 -0.451 2.749 0.307
H 3.560 1.138 -1.326 0.213
C -1.697 -0.782 2.199 -0.779
N 1.615 0.876 -1.854 -0.414
H 2.287 2.380 -0.660 0.260
C -1.021 -0.612 -0.472 -0.931
C 2.542 1.539 -1.292 -0.267
H -0.016 -0.915 -0.183 0.305
H -1.109 -0.999 -1.484 0.325
S -2.287 -1.358 0.568 -0.088
H 2.004 0.215 -2.525 0.221
H -1.146 -1.583 2.682 0.255
```



# 6
Below is a cluster of 2 separate species, C2H9NO in total, with properties calculated with ωB97M-V/def2-TZVPD.

As for the SMILES: NCO.C. The relative energy (zero: lowest compared OMol25 entry of this formula, charge and spin) is 6.9 kcal/mol. The value obtained for the HOMO energy is -9.603 eV. The total energy is -211.57411 Eh. Its orbital gap is 10.53 eV. The largest force on an atom is 0.008 hartree/bohr.

Structure (XYZ):
```
13
Properties=species:S:1:pos:R:3:mulliken_charge:R:1
H -1.494 0.060 0.741 0.240
H 1.391 1.431 0.723 0.219
H 3.018 1.075 1.278 0.288
H -1.770 -1.475 -1.731 0.316
H -2.434 0.136 -1.374 0.288
C 1.969 0.869 1.454 -0.956
H -0.654 -1.344 0.412 0.212
C -1.579 -0.525 -1.234 -0.350
H 1.657 1.154 2.453 0.258
H 0.027 -0.541 -2.353 0.318
H 1.772 -0.190 1.310 0.185
N -1.445 -0.766 0.167 -0.490
O -0.459 0.115 -1.848 -0.530
```